Record 1
Entry from the OMol25 dataset: a molecular structure, C39H93HfI3N3O9 in a non-equilibrium geometry (wB97M-V/def2-TZVPD).

Output
Highest occupied orbital energy, Ha: -0.3504
2S+1: 1
F_max, Eh/bohr: 0.094
Net charge: +1
Gap between HOMO and LUMO, Ha: 0.1421

```
148
Properties=species:S:1:pos:R:3:forces:R:3:mulliken_charge:R:1
Hf -2.15563 -2.29293 -3.37448 1.10 3.21 3.42 -0.48
I -0.52228 -0.51308 -1.25198 -0.85 -1.08 -1.30 0.36
I -3.69870 -4.32881 -1.39401 1.30 1.41 -1.83 -0.27
I -2.68350 0.12323 -5.40947 0.13 -2.13 1.33 -0.31
O -3.68326 -0.83778 -2.13979 2.58 -1.08 -2.14 0.62
O -3.45074 -2.66176 3.17593 -0.71 0.27 -0.13 -0.34
O 5.09762 -3.85977 -0.50151 -0.32 0.88 0.61 -0.50
O -0.02876 -1.82429 -4.51075 -1.10 -0.96 0.74 0.47
O 2.36451 2.07322 -1.75151 -1.49 0.26 4.48 -0.16
O -0.13027 6.49652 -1.50525 1.15 0.26 -0.88 -0.52
O 1.91707 3.20476 1.22033 -0.30 0.41 -0.95 -0.61
O -0.24891 -3.62142 -2.67681 -1.93 0.60 -2.01 -0.15
O -3.48564 0.03418 0.92247 0.39 -1.34 -1.43 0.20
N -1.43695 6.12888 -1.74279 -2.05 -0.83 1.30 0.60
N 5.28588 -2.84520 0.47774 0.21 0.83 1.32 0.12
N -2.46848 -3.31396 3.90598 1.18 -1.68 0.35 0.36
C -3.07620 4.28514 -2.15603 -0.45 0.83 -1.63 -0.94
C 5.86397 -0.93488 -1.23592 0.02 -1.49 -0.40 -1.51
C 3.37007 -3.55327 1.93339 -0.96 0.05 -2.47 -1.48
C 1.91437 1.67741 2.93164 -0.33 -1.09 0.04 -1.26
C -3.71431 6.66544 -2.43319 -0.48 -0.52 1.24 -1.31
C 7.54925 -2.49874 -0.17288 0.72 -0.58 -0.73 -2.11
C 3.55026 1.05591 -3.43131 0.05 0.58 -1.45 -1.04
C 6.51008 -0.84430 1.18783 -1.01 1.33 1.72 -1.67
C -3.85041 5.31254 -3.00537 0.41 -0.21 -1.18 -0.99
C -3.29782 1.91216 2.24028 -0.92 0.54 1.16 -0.47
C -4.13976 -4.61935 5.24768 1.57 -0.17 -0.75 -1.80
C 0.46077 -1.80014 -5.82535 0.33 1.30 -3.17 -0.47
C 5.26803 -0.19343 1.80927 -1.09 -0.92 -0.02 -0.69
C -1.58352 4.67867 -2.03306 0.50 -0.27 -0.40 1.75
C -0.25942 -3.79393 5.73658 -0.13 -0.45 -1.11 -0.82
C 0.43220 -4.08144 -1.53975 0.04 -0.55 2.43 0.42
C -1.08804 3.74603 -0.84069 0.84 1.13 -1.06 -1.83
C -0.96837 -3.09413 2.01657 -0.44 -0.29 -0.21 -1.23
C 1.24428 -0.45552 -5.93125 -0.07 -0.96 -0.39 -0.94
C -0.96789 -1.34121 3.73637 -0.24 0.38 0.38 -1.67
C 4.02337 -2.36448 1.09788 -0.61 -0.44 1.18 1.95
C -0.03393 -3.64760 4.22823 -1.04 -0.20 -0.09 -1.31
C 0.71996 -5.55801 -1.65108 0.74 0.61 -0.07 -1.41
C -2.85903 -3.61698 5.26473 -1.85 0.08 1.26 1.22
C -5.80592 -0.95576 -1.39503 -1.11 0.47 0.88 -0.95
C -1.15350 -2.84886 3.52071 1.01 1.10 -0.26 2.49
C 6.22082 -1.79483 0.02734 0.66 0.91 0.43 1.86
C -4.88278 -0.10169 -2.20952 -1.70 0.59 0.12 0.01
C -1.68724 -4.35083 6.02312 -0.02 1.20 0.06 -1.13
C 4.22380 -1.29165 2.15980 1.90 0.72 -0.29 -0.82
C -2.45800 8.39695 -1.41253 1.88 0.13 0.25 -1.88
C -2.26052 7.19007 -2.37565 -1.71 -0.51 1.52 1.59
C 3.08433 -1.70720 0.10891 -1.27 -0.80 -0.60 0.35
C -3.98153 0.57220 2.12261 0.01 0.41 -0.31 -0.14
C 1.21815 2.04345 1.62159 1.28 1.01 1.84 0.70
C -1.79885 7.57660 -3.73824 1.48 0.83 -1.04 -1.71
C -0.77833 4.28775 -3.37545 -0.23 -0.65 1.12 -1.55
C 2.42582 2.02188 -3.06149 1.86 -0.05 -4.29 -0.08
C -3.34162 -2.37234 6.08916 1.13 0.01 0.35 -1.67
H 8.40306 -1.89200 -0.47449 -0.32 0.69 0.04 0.41
H 1.36803 -5.80421 -0.80996 -0.10 -0.29 0.02 0.40
H 3.25361 0.04409 -3.15504 0.16 -0.21 -0.17 0.02
H -5.29586 -1.34795 -0.51518 0.20 0.04 -0.02 0.14
H -3.17820 3.34146 -2.69192 0.41 -0.34 0.15 0.23
H 5.54407 -1.63318 -2.00932 -0.03 -0.24 -0.38 0.38
H 0.22204 2.29580 1.98516 -0.56 -0.06 -0.91 0.05
H -1.50883 8.89350 -1.21100 0.24 0.38 -0.57 0.41
H -3.42627 5.44859 -4.00020 0.13 -0.96 -0.41 0.34
H 1.59142 2.31823 3.75210 -0.18 0.04 -0.14 0.48
H -2.55996 -0.15091 1.09697 0.29 -0.16 -0.24 -0.20
H 7.16860 -0.03077 0.88350 0.28 -0.28 -0.30 0.53
H 3.22586 -0.63542 -0.03023 0.24 -0.05 0.12 -0.25
H 3.70082 1.19755 -4.50153 -0.09 -0.76 -0.40 0.48
H -1.82813 -4.13698 7.08261 -0.40 -0.34 0.10 0.39
H -1.10671 2.73131 -1.23831 -0.01 -0.13 0.20 0.01
H -2.29275 8.47135 -4.11719 -0.36 -0.20 -0.09 0.41
H -4.11899 6.45216 -1.44382 0.32 0.96 0.72 0.32
H 1.59353 0.65642 3.13839 0.25 -0.18 0.58 0.07
H 3.00152 1.75349 2.91155 -0.03 -0.20 -0.39 0.28
H 0.67207 0.39070 -5.55099 -0.19 -0.26 0.13 0.13
H -1.02157 4.80722 -4.30231 -0.48 0.16 0.32 0.28
H 6.95211 -1.31487 2.06605 0.50 -0.61 -0.43 0.44
H -3.61602 2.56566 1.42801 0.30 -0.11 -0.16 0.15
H -1.21383 -4.14196 1.84363 0.47 -0.26 -0.19 0.68
H -4.43626 7.34689 -2.88321 0.47 0.36 -0.25 0.57
H 4.54929 1.26630 -3.04950 -0.33 0.26 0.65 0.35
H -3.87413 -3.42190 2.77032 -0.44 0.23 -0.41 0.29
H 1.08126 -2.68148 -5.98762 0.36 0.08 0.05 0.26
H -1.64286 3.80107 0.09592 -0.49 0.20 -0.32 0.38
H -5.04628 -4.30598 4.72987 0.10 0.79 0.26 0.36
H -1.81858 -5.42264 5.87452 0.46 0.00 -0.17 0.38
H 3.77930 -3.88120 2.88895 0.62 0.28 -0.43 0.39
H 0.00409 -0.98368 3.39647 0.00 -0.11 -0.29 0.09
H 3.27882 -4.35629 1.20200 0.49 -0.68 0.32 0.41
H 0.40494 -3.80583 -3.35509 -0.29 0.19 -0.79 0.32
H 5.06247 -0.19622 -1.24393 0.30 0.15 0.76 0.05
H 2.06934 -1.86648 0.47296 -0.22 0.27 0.06 -0.41
H -4.00246 -1.65603 5.60102 -0.22 -0.49 -0.27 0.22
H 2.10973 3.12808 0.28299 0.04 0.22 -0.29 0.29
H 2.59455 3.00360 -3.50406 0.29 0.22 0.19 0.53
H -3.84340 -5.49421 4.66898 0.27 -0.25 -0.02 0.50
H 6.79894 -0.54372 -1.63708 -0.14 0.38 0.17 0.50
H 2.30781 -3.37403 2.09941 -0.07 0.66 0.29 -0.03
H -2.21413 1.80723 2.29229 0.03 -0.02 -0.20 -0.12
H -0.93812 3.22104 -3.53261 -0.22 -0.20 -0.21 0.29
H -3.16726 9.13213 -1.79275 0.01 -0.17 -0.05 0.38
H -2.69486 8.11660 -0.38618 -0.69 -0.55 -0.26 0.40
H 1.82299 1.30413 -1.55952 -0.11 -0.10 1.05 -0.22
H -3.48171 -0.67673 -1.21511 0.97 -0.44 0.84 -0.05
H 2.15188 -0.58951 -5.34267 0.20 0.33 0.06 0.40
H -2.49209 -1.77502 6.42024 0.36 0.09 -0.17 0.44
H -1.75991 6.79095 -4.49279 -0.84 -0.16 0.10 0.28
H 5.33324 0.24374 2.80563 1.14 0.46 -0.18 0.56
H -0.06406 3.99413 -0.56140 0.20 -0.13 -0.19 0.54
H -0.06090 -4.62535 3.74720 0.00 -0.39 0.24 0.52
H -0.74390 7.85018 -3.75617 0.23 0.24 0.58 0.39
H 4.57540 -1.83057 3.03961 0.02 0.40 0.31 0.76
H -0.06303 -2.85313 6.25080 -0.36 0.16 -0.01 0.35
H 0.95103 -3.25813 3.97080 -0.08 0.40 0.12 0.14
H -3.76931 -0.12250 2.93530 -0.16 0.14 0.22 -0.17
H -4.67357 0.87830 -1.78062 -0.05 -0.02 0.31 0.03
H 7.49045 -3.23889 -0.97089 -0.11 -0.36 0.26 0.40
H -6.19240 -1.81676 -1.94037 -0.14 0.22 -0.09 0.29
H 0.03641 -2.81355 1.70065 0.21 -0.33 0.10 -0.65
H -3.54605 4.13566 -1.18392 0.07 0.33 0.14 0.29
H -1.04739 -1.00547 4.77033 -0.05 -0.28 0.17 0.34
H -4.91286 5.12461 -3.16030 0.00 -0.55 0.20 0.44
H 0.54176 -4.45255 6.07190 -0.30 -0.30 0.40 0.46
H 0.84753 -1.64700 -4.16106 -0.27 0.23 2.16 0.01
H -1.63348 -2.55942 1.33847 -0.29 0.40 0.36 0.40
H -0.30830 -1.88033 -6.59360 -0.43 0.25 0.45 0.41
H 3.34706 -0.68656 2.39067 -0.56 -0.86 0.03 -0.44
H -0.17726 -6.17690 -1.65865 0.09 0.12 -0.03 0.27
H 1.24418 1.26652 0.85752 -0.14 -0.15 0.08 0.00
H 1.53943 -0.19237 -6.94699 0.04 -0.31 -0.02 0.41
H 3.07320 -2.17405 -0.87599 0.21 -0.08 -0.28 -0.23
H -5.05665 0.62853 1.95218 -0.04 0.26 0.41 0.43
H -1.76829 -0.83027 3.20121 0.11 0.19 -0.13 0.03
H -5.28703 0.13424 -3.19391 0.61 -0.64 -0.34 0.47
H -3.75926 -2.70183 7.04053 -0.41 -0.13 -0.18 0.49
H 0.02557 6.49629 -0.55799 -0.36 0.01 0.25 0.35
H -3.61648 2.40751 3.15744 0.10 0.13 0.18 0.49
H -4.41056 -5.00318 6.23127 0.14 0.39 0.14 0.37
H 4.79195 -3.35436 -1.25829 -0.23 -0.13 -0.71 0.41
H 1.51476 1.68941 -3.55901 -0.45 -0.22 0.09 -0.03
H 0.30556 4.36282 -3.28802 0.03 0.38 0.50 0.37
H -0.16951 -3.91479 -0.64629 -0.18 0.36 -0.20 -0.23
H 1.32077 -5.68456 -2.55171 -0.02 -0.54 -0.16 0.45
H -6.59157 -0.33352 -0.96646 -0.47 -0.21 -0.30 0.37
H 7.85146 -2.93712 0.77822 -0.19 -0.39 -0.20 0.45
H 4.85233 0.59265 1.17890 -0.20 -0.06 -0.23 0.16
H 1.31186 -3.44048 -1.48090 0.25 -0.31 0.37 0.16
```
Forces are in eV/Å.

=====

Record 2
Entry from the OMol25 dataset: a gas-phase ion, O4PS (charge -1) in a non-equilibrium geometry (wB97M-V/def2-TZVPD).

Output
ΔE to the lowest compared entry with this formula, charge and spin, kJ/mol: 50.15
Highest occupied orbital energy (alpha / beta), Ha: -0.1712 / -0.1712
2S+1: 1
F_max, Eh/bohr: 0.036
Net charge: -1
Gap between HOMO and LUMO (alpha / beta), Ha: 0.2950 / 0.2950
Structure (SMILES): O=P([O-])=S(=O)=O

```
6
Properties=species:S:1:pos:R:3:forces:R:3:nbo_charge:R:1
S 0.73068 -0.22100 1.21950 0.95 0.20 0.37 1.59
P -0.48956 -0.08084 -1.09744 -0.85 -0.39 -1.59 1.50
O -1.46327 0.59490 -1.99230 -0.65 0.72 0.55 -1.11
O 0.60998 1.18442 1.49392 0.15 0.86 0.07 -0.93
O 0.42987 -0.99556 -1.81175 0.97 -0.63 0.36 -1.12
O 0.32559 -1.03643 2.33287 -0.58 -0.77 0.23 -0.92
```
Forces are in eV/Å.

=====

> Among the records above, which one has the lowest F_max?

O4PS

=====

> What is the net charge in the first record?

+1

=====

> What is the formula in the first record?

C39H93HfI3N3O9

=====

> Look up the net charge of the second one.

-1